46
Properties=species:S:1:pos:R:3 method="wB97M-V/def2-TZVPD" homo_energy_ev="-5.914 / -5.915" e_tot_ev=-40979.5409
C -3.109 1.915 -0.151
C -2.450 1.482 -1.268
C -1.421 0.570 -1.189
C -1.279 0.204 0.092
C -1.770 0.570 1.273
C -2.782 1.486 1.118
C -0.629 0.159 -2.381
C 0.893 0.027 -2.192
N 1.649 1.233 -2.427
Ba 0.285 -1.570 0.382
C -1.207 0.162 2.639
P 0.659 0.148 2.642
H -2.667 1.843 -2.259
H -3.261 1.863 2.014
H -3.924 2.644 -0.268
H -1.585 -0.836 2.980
H -1.497 0.899 3.419
H -0.962 -0.814 -2.806
H -0.798 0.921 -3.172
H 1.167 -0.248 -1.191
C 1.285 -0.553 4.072
C 1.172 1.776 2.321
H 1.290 -0.769 -2.822
C 1.468 2.291 -1.437
C 3.057 0.967 -2.708
H 1.627 -2.910 1.217
H 2.018 3.186 -1.762
H 0.411 2.545 -1.333
H 1.858 2.003 -0.440
H 3.550 1.893 -3.014
H 3.590 0.561 -1.835
H 3.125 0.241 -3.522
H 0.918 2.336 3.216
H 2.261 1.795 2.156
H 0.691 2.227 1.443
H 0.985 0.115 4.864
H 0.909 -1.568 4.252
H 2.379 -0.599 3.998
H 2.227 -2.393 0.655
F -0.622 -3.240 -2.538
C -1.200 -2.871 -1.341
F -2.426 -2.310 -1.664
C -1.429 -4.058 -0.510
F -0.245 -4.687 -0.221
F -1.966 -3.680 0.716
F -2.245 -4.958 -1.020


58
Properties=species:S:1:pos:R:3 method="wB97M-V/def2-TZVPD" homo_energy_ev=-12.825 e_tot_ev=-95459.6233 total_charge=+1
C -0.988 1.944 0.243
C -1.064 3.024 -0.871
I -0.019 2.466 -2.701
C -0.641 4.431 -0.390
S -1.913 5.319 0.596
P -3.913 5.208 -0.309
O -3.688 5.208 -1.944
Cl -4.502 3.254 0.189
H -1.979 1.494 0.359
H -0.322 1.152 -0.098
H -0.686 2.338 1.210
H -2.114 3.091 -1.175
H 0.250 4.359 0.247
H -0.350 5.053 -1.242
H -2.055 4.565 1.741
H -3.192 4.444 -2.266
C 1.645 3.646 -8.368
C 0.886 2.376 -8.042
O 1.778 1.294 -7.723
C 2.326 1.331 -6.518
O 2.132 2.171 -5.694
C 3.226 0.119 -6.313
F 4.057 -0.051 -7.334
F 2.499 -0.990 -6.191
F 3.956 0.242 -5.217
H 2.360 3.466 -9.172
H 0.957 4.433 -8.675
H 2.212 4.003 -7.508
H 0.323 2.049 -8.915
H 0.172 2.525 -7.231
C 0.512 -1.663 5.386
C 1.906 -1.071 5.363
O 2.181 -0.412 4.110
C 1.620 0.773 3.950
O 0.928 1.332 4.741
C 2.010 1.357 2.598
F 1.830 0.488 1.606
F 3.286 1.721 2.576
F 1.284 2.441 2.310
H 0.372 -2.336 4.540
H 0.348 -2.212 6.308
H -0.250 -0.888 5.309
H 2.645 -1.865 5.451
H 2.069 -0.382 6.192
C -0.850 -6.525 1.705
C -2.023 -6.836 2.613
O -1.793 -6.366 3.954
C -1.933 -5.062 4.138
O -2.233 -4.270 3.301
C -1.685 -4.712 5.600
F -0.557 -5.253 6.054
F -2.674 -5.151 6.373
F -1.593 -3.400 5.778
H 0.071 -6.935 2.121
H -1.012 -6.950 0.715
H -0.705 -5.451 1.597
H -2.150 -7.914 2.694
H -2.956 -6.426 2.227


43
Properties=species:S:1:pos:R:3 method="wB97M-V/def2-TZVPD" homo_energy_ev="-13.100 / -14.674" e_tot_ev=-44378.1267 multiplicity=4 total_charge=+2
C 0.396 2.671 -4.563
C -0.660 2.161 -5.545
C 0.164 4.153 -4.257
C 1.798 2.463 -5.141
Cl 0.256 1.731 -3.018
H 0.244 4.738 -5.181
H 0.912 4.531 -3.552
H -0.834 4.316 -3.839
H -0.591 2.721 -6.485
H -1.670 2.297 -5.144
H -0.507 1.100 -5.772
H 1.898 3.027 -6.075
H 1.979 1.406 -5.363
H 2.567 2.819 -4.447
C -2.248 -1.108 2.365
C -1.806 0.272 2.404
C -1.664 0.706 1.038
H -1.661 0.885 3.288
C -2.155 -0.333 0.172
C -2.519 -1.437 0.963
H -2.969 -2.360 0.628
H -2.632 -1.662 3.217
H -1.432 1.741 0.730
H -2.320 -0.222 -0.900
C 2.185 -1.633 1.554
C 1.642 -1.239 2.854
C 1.316 0.174 2.788
H 1.741 -1.811 3.764
C 1.546 0.588 1.418
C 2.141 -0.500 0.706
H 2.555 -0.424 -0.308
H 2.656 -2.571 1.336
H 1.063 0.827 3.612
H 1.453 1.623 1.045
Re -0.161 -1.023 1.760
N 0.155 -4.851 4.080
C -0.354 -3.631 3.862
N -0.769 -2.926 4.894
S -0.416 -3.250 2.184
H 0.043 -5.274 4.998
H 0.461 -5.390 3.286
H -1.014 -1.928 4.837
H -0.789 -3.375 5.806


44
Properties=species:S:1:pos:R:3 method="wB97M-V/def2-TZVPD" homo_energy_ev="-7.910 / -7.911" e_tot_ev=-68798.9932 multiplicity=4
C -2.869 0.209 -2.657
C -2.539 -0.898 -1.884
C -1.573 -0.855 -0.851
C -1.050 0.415 -0.513
C -1.362 1.536 -1.312
C -2.259 1.435 -2.378
C -1.369 -2.168 -0.107
C -0.051 -2.999 0.035
N 1.234 -2.707 -0.564
Co -0.358 1.032 1.234
C -0.677 2.852 -1.008
P 0.763 2.411 0.067
H -3.041 -1.846 -2.098
H -2.458 2.312 -2.999
H -3.594 0.123 -3.467
H -1.300 3.589 -0.474
H -0.286 3.357 -1.901
H -1.750 -2.046 0.922
H -2.051 -2.902 -0.565
H 0.150 -3.116 1.116
C 1.258 3.922 0.912
C 2.029 2.092 -1.192
H -0.302 -4.026 -0.313
C 1.339 -2.000 -1.817
C 2.308 -2.459 0.391
H 1.085 1.099 1.994
H 1.743 -2.661 -2.610
H 0.372 -1.606 -2.151
H 2.057 -1.169 -1.714
H 3.061 -3.269 0.379
H 2.830 -1.514 0.161
H 1.892 -2.418 1.410
H 2.338 3.056 -1.627
H 2.900 1.594 -0.747
H 1.633 1.449 -1.991
H 1.385 4.727 0.175
H 0.509 4.199 1.667
H 2.208 3.728 1.429
H 1.179 0.517 1.446
N -0.962 0.027 2.712
C -1.092 -0.719 3.620
N -1.278 -1.610 4.513
C -1.093 -1.396 5.799
N -0.959 -1.296 6.961


52
Properties=species:S:1:pos:R:3 method="wB97M-V/def2-TZVPD" homo_energy_ev=-9.069 e_tot_ev=-62074.9810
C -2.623 -1.514 -3.351
O -2.033 -0.355 -2.792
C -0.635 -0.461 -2.613
C -0.195 0.631 -1.697
C 0.399 1.774 -2.066
C 0.745 2.212 -3.463
P -0.561 2.931 -4.495
O 0.060 3.443 -5.720
O -1.301 4.060 -3.658
O -1.722 1.875 -4.787
C 0.775 2.699 -0.948
O 0.677 3.909 -1.041
C 1.268 2.028 0.289
C 2.341 2.748 1.045
N 1.811 3.420 2.251
C 0.704 0.865 0.639
C 1.077 0.047 1.832
C 2.190 -0.955 1.552
O 3.226 -0.404 0.766
C 1.670 -2.260 0.891
F 2.185 -2.453 -0.340
F 2.025 -3.335 1.642
F 0.331 -2.281 0.775
C -0.411 0.393 -0.236
O -1.413 -0.131 0.209
H -3.023 -1.271 -4.332
H -3.459 -1.817 -2.734
H -1.916 -2.328 -3.439
H -0.108 -0.432 -3.565
H -0.431 -1.407 -2.113
H 1.230 1.413 -4.008
H 1.465 3.016 -3.384
H -2.173 3.736 -3.399
H -1.337 1.063 -5.119
H 3.146 2.079 1.308
H 2.770 3.502 0.396
H 1.898 4.417 2.156
H 2.335 3.144 3.065
H 0.194 -0.495 2.148
H 1.389 0.694 2.637
H 2.607 -1.254 2.506
H 4.051 -0.752 1.099
C -1.002 -3.867 3.464
S -1.432 -2.298 4.227
O -0.651 -2.198 5.486
C -3.107 -2.766 4.677
H 0.036 -3.812 3.146
H -1.122 -4.670 4.192
H -1.640 -4.036 2.597
H -3.080 -3.646 5.318
H -3.682 -2.967 3.773
H -3.553 -1.932 5.215


42
Properties=species:S:1:pos:R:3 method="wB97M-V/def2-TZVPD" homo_energy_ev="-8.325 / -11.505" e_tot_ev=-32568.5083 multiplicity=6 total_charge=+1
C -0.491 0.779 -2.236
C -0.083 2.250 -2.325
C 0.157 0.005 -3.410
C -2.002 0.796 -2.460
H -0.486 0.086 -4.300
H 0.277 -1.059 -3.189
H 1.139 0.402 -3.690
H -0.288 2.575 -3.355
H 0.968 2.455 -2.111
H -0.701 2.848 -1.646
H -2.201 1.508 -3.272
H -2.516 1.162 -1.566
H -2.408 -0.178 -2.748
C 2.337 -0.514 1.124
C 2.177 -0.798 -0.265
C 1.951 0.480 -0.958
H 2.352 -1.724 -0.813
C 1.910 1.506 0.086
C 2.242 0.885 1.324
H 2.537 1.389 2.250
H 2.537 -1.243 1.903
H 2.094 0.608 -2.031
H 1.655 2.548 -0.106
C -1.813 -1.528 1.253
C -0.631 -2.298 1.235
C -0.163 -2.409 -0.102
H -0.191 -2.758 2.114
C -1.108 -1.706 -0.976
C -2.085 -1.065 -0.069
H -2.916 -0.441 -0.395
H -2.482 -1.455 2.111
H 0.681 -2.978 -0.492
H -1.192 -1.845 -2.055
Ir 0.020 -0.080 -0.431
N 0.549 -0.721 3.911
C -0.194 0.308 3.479
N -0.832 0.966 4.459
S -0.468 0.888 1.823
H 0.609 -0.842 4.921
H 1.086 -1.334 3.315
H -1.383 1.785 4.254
H -0.643 0.749 5.439


50
Properties=species:S:1:pos:R:3 method="wB97M-V/def2-TZVPD" homo_energy_ev="-10.259 / -10.305" e_tot_ev=-248813.1405 multiplicity=2 total_charge=+1
Ir 1.329 -0.157 0.054
Se 1.830 1.227 1.868
Se 4.347 1.202 -0.640
Te 4.157 0.333 -2.915
Se 2.014 -0.851 -2.672
N -1.381 -1.333 -1.845
C -1.573 -1.567 -0.538
N -0.813 -1.141 0.431
C -1.339 -1.461 1.672
C -0.816 -1.132 2.918
C -1.494 -1.519 4.058
C -2.671 -2.258 3.982
C -3.199 -2.610 2.757
C -2.537 -2.193 1.617
S -3.003 -2.454 -0.046
H -0.491 -0.966 -2.158
H -1.915 -1.864 -2.511
H 0.100 -0.560 2.975
H -1.112 -1.248 5.029
H -3.183 -2.555 4.883
H -4.113 -3.175 2.680
C 3.154 -1.849 2.798
Si 2.508 -2.083 1.006
C 1.220 -3.513 0.855
C 4.049 -2.532 -0.053
H 3.582 -2.789 3.135
H 2.384 -1.559 3.506
H 3.937 -1.096 2.833
H 1.733 -4.446 1.061
H 0.801 -3.582 -0.144
H 0.408 -3.409 1.565
H 4.537 -3.387 0.405
H 4.772 -1.721 -0.079
H 3.787 -2.806 -1.072
N 0.330 1.401 -0.929
C -0.169 2.138 -1.670
N -0.665 2.964 -2.521
C -0.096 4.300 -2.659
C -1.021 5.303 -1.964
O -2.323 5.217 -2.491
C -2.884 3.941 -2.307
C -2.035 2.871 -3.006
H -0.048 4.531 -3.727
H 0.905 4.325 -2.228
H -0.683 6.324 -2.145
H -1.028 5.106 -0.880
H -3.883 3.982 -2.742
H -2.958 3.703 -1.235
H -2.017 3.075 -4.081
H -2.434 1.873 -2.829


47
Properties=species:S:1:pos:R:3 method="wB97M-V/def2-TZVPD" homo_energy_ev=-15.345 e_tot_ev=-43915.4637 total_charge=+2
Ir -0.447 0.649 -0.385
C 2.558 0.048 -0.214
C 2.371 -1.423 -0.509
O 1.125 -1.588 -1.155
C 0.383 -2.742 -0.830
C -1.027 -2.329 -0.447
O -0.898 -1.206 0.474
C -2.042 -0.874 1.305
C -1.490 0.127 2.302
O -0.815 1.194 1.544
C 0.345 1.795 2.214
C 1.517 1.765 1.243
O 1.419 0.466 0.600
H 2.588 0.668 -1.110
H 3.457 0.202 0.385
H 2.389 -1.975 0.437
H 3.193 -1.776 -1.137
H 0.838 -3.272 0.011
H 0.340 -3.419 -1.686
H -1.517 -3.137 0.098
H -1.645 -2.016 -1.289
H -2.392 -1.768 1.821
H -2.839 -0.468 0.679
H -0.740 -0.363 2.923
H -2.261 0.581 2.922
H 0.565 1.193 3.093
H 0.077 2.807 2.512
H 2.457 1.829 1.790
H 1.476 2.550 0.488
C -3.573 5.117 -6.579
C -3.019 4.334 -5.435
C -1.720 4.569 -4.968
C -1.200 3.846 -3.918
C -2.015 2.881 -3.319
C -3.321 2.621 -3.754
C -3.808 3.359 -4.807
S -1.358 1.901 -2.114
O -0.339 2.567 -1.202
O -2.342 1.311 -1.121
O -0.584 0.681 -2.549
H -2.796 5.673 -7.098
H -4.318 5.828 -6.215
H -4.073 4.457 -7.288
H -1.113 5.330 -5.440
H -0.196 4.027 -3.559
H -3.929 1.870 -3.268
H -4.817 3.184 -5.156


47
Properties=species:S:1:pos:R:3 method="wB97M-V/def2-TZVPD" homo_energy_ev=-10.570 e_tot_ev=-42021.6537 total_charge=+1
O -1.130 0.067 2.468
C -0.063 0.161 2.993
C 1.178 0.462 2.199
C 0.869 0.724 0.737
C 2.006 0.350 -0.188
C 1.652 0.813 -1.624
N 1.642 -0.355 -2.534
C 2.966 -1.033 -2.484
C 3.167 -1.509 -1.030
O 2.125 -1.063 -0.193
N 0.160 0.001 4.390
C -0.998 -0.491 5.094
C -1.337 -1.836 4.966
C -2.455 -2.332 5.618
C -3.236 -1.497 6.417
C -2.880 -0.162 6.563
C -1.765 0.339 5.900
H 1.928 -0.308 2.350
H 1.598 1.371 2.633
H -0.015 0.190 0.397
H 0.682 1.785 0.582
H 2.946 0.796 0.138
H 2.341 1.570 -1.984
H 0.665 1.262 -1.649
H 1.419 -0.033 -3.479
H 0.899 -1.005 -2.271
H 2.971 -1.854 -3.191
H 3.717 -0.323 -2.806
H 4.124 -1.137 -0.664
H 3.169 -2.590 -1.001
H 0.359 0.937 4.736
H -0.710 -2.443 4.332
H -2.709 -3.372 5.492
H -4.098 -1.923 6.902
H -3.481 0.467 7.200
H -1.521 1.385 6.032
C -2.361 1.121 -6.457
C -1.674 2.265 -5.740
O -0.989 1.619 -4.643
S -0.521 0.167 -5.092
O 0.859 0.223 -5.453
O -0.939 -0.756 -4.095
O -1.404 0.040 -6.391
H -3.270 0.806 -5.945
H -2.584 1.347 -7.495
H -2.368 3.005 -5.356
H -0.929 2.751 -6.372


42
Properties=species:S:1:pos:R:3 method="wB97M-V/def2-TZVPD" homo_energy_ev="-9.029 / -10.406" e_tot_ev=-31560.8186 multiplicity=3 total_charge=+1
C -0.481 0.836 -3.964
C 0.108 2.176 -3.816
C 0.362 -0.294 -4.376
C -1.939 0.670 -3.862
H 0.439 -0.357 -5.474
H -0.046 -1.257 -4.037
H 1.390 -0.196 -3.997
H 0.109 2.724 -4.772
H 1.152 2.130 -3.479
H -0.462 2.789 -3.104
H -2.431 0.837 -4.835
H -2.378 1.395 -3.163
H -2.219 -0.341 -3.539
C 2.287 -0.025 1.831
C 2.321 -0.812 0.614
C 2.043 0.096 -0.496
H 2.599 -1.853 0.534
C 1.872 1.398 0.040
C 2.005 1.320 1.463
H 2.070 2.172 2.129
H 2.576 -0.378 2.809
H 2.074 -0.176 -1.552
H 1.722 2.299 -0.544
C -2.258 -1.081 1.231
C -1.241 -2.000 1.628
C -0.486 -2.363 0.450
H -1.196 -2.529 2.568
C -1.037 -1.599 -0.660
C -2.127 -0.830 -0.164
H -2.775 -0.200 -0.767
H -3.093 -0.764 1.842
H 0.279 -3.126 0.382
H -0.742 -1.715 -1.706
W 0.180 -0.380 1.136
N -0.265 1.188 5.425
C -0.116 0.218 4.509
N 0.345 -0.960 4.955
S -0.743 0.778 2.917
H -0.232 0.959 6.413
H -0.690 2.060 5.101
H 0.585 -1.756 4.367
H 0.442 -1.053 5.965


Repeat the sixth record exactly.
42
Properties=species:S:1:pos:R:3 method="wB97M-V/def2-TZVPD" homo_energy_ev="-8.325 / -11.505" e_tot_ev=-32568.5083 multiplicity=6 total_charge=+1
C -0.491 0.779 -2.236
C -0.083 2.250 -2.325
C 0.157 0.005 -3.410
C -2.002 0.796 -2.460
H -0.486 0.086 -4.300
H 0.277 -1.059 -3.189
H 1.139 0.402 -3.690
H -0.288 2.575 -3.355
H 0.968 2.455 -2.111
H -0.701 2.848 -1.646
H -2.201 1.508 -3.272
H -2.516 1.162 -1.566
H -2.408 -0.178 -2.748
C 2.337 -0.514 1.124
C 2.177 -0.798 -0.265
C 1.951 0.480 -0.958
H 2.352 -1.724 -0.813
C 1.910 1.506 0.086
C 2.242 0.885 1.324
H 2.537 1.389 2.250
H 2.537 -1.243 1.903
H 2.094 0.608 -2.031
H 1.655 2.548 -0.106
C -1.813 -1.528 1.253
C -0.631 -2.298 1.235
C -0.163 -2.409 -0.102
H -0.191 -2.758 2.114
C -1.108 -1.706 -0.976
C -2.085 -1.065 -0.069
H -2.916 -0.441 -0.395
H -2.482 -1.455 2.111
H 0.681 -2.978 -0.492
H -1.192 -1.845 -2.055
Ir 0.020 -0.080 -0.431
N 0.549 -0.721 3.911
C -0.194 0.308 3.479
N -0.832 0.966 4.459
S -0.468 0.888 1.823
H 0.609 -0.842 4.921
H 1.086 -1.334 3.315
H -1.383 1.785 4.254
H -0.643 0.749 5.439